[1]
DFT (the ωB97M-V functional and the def2-TZVPD basis) results for a cluster of 7 separate species, C19H58O25P6 in total at a distorted geometry.

ΔE to the lowest compared entry with this formula, charge and spin = 5.2605 eV
LUMO = 0.395 eV
HOMO-LUMO gap = 10.1 eV
Energy = -4688.2288 Eh
SMILES string = COP(=O)(OC)OC.COP(=O)(OC)OC.COP(=O)(OC)OC.COP(=O)(OC)OC.COP(=O)(OC)OC.COP(=O)(OC)OC.CO
Spin multiplicity = 1
Largest force on an atom = 8.51 eV Å⁻¹

Geometry as XYZ:
```
108
Properties=species:S:1:pos:R:3:forces:R:3:lowdin_charge:R:1
C 1.305917 5.275449 5.535262 -1.38 -0.71 0.85 -0.081
O 0.707470 4.297160 4.652915 -0.70 -0.66 -1.10 -0.264
P -0.716066 4.622860 3.906446 1.88 0.99 -0.17 0.571
O -1.611689 5.431286 4.784262 0.67 -1.47 -1.73 -0.244
O -0.083537 5.454051 2.606621 -6.17 1.97 5.51 -0.203
C 0.908219 4.969198 1.939217 2.72 -3.32 -4.48 -0.236
O -1.188970 3.173549 3.242753 0.75 3.44 0.39 -0.216
C -1.897158 2.299305 4.090273 0.59 -1.36 0.47 -0.118
H 1.118924 4.810167 6.503064 0.09 0.61 0.37 0.086
H 0.739313 6.202261 5.445419 0.41 0.14 0.17 0.083
H 2.387295 5.394403 5.467726 -0.16 -0.16 -0.87 0.087
H 1.923836 5.290314 2.170516 -0.07 -0.02 0.42 0.101
H 0.679731 5.184045 0.895319 0.64 0.53 -0.45 0.094
H 0.758231 3.890580 1.892389 1.21 -0.54 0.19 0.082
H -2.924982 2.581370 4.318570 0.22 0.43 0.13 0.103
H -1.249349 2.136044 4.951541 -0.65 0.01 0.56 0.084
H -1.917942 1.330456 3.591281 0.02 0.20 -0.20 0.055
C 0.041291 -0.435011 5.175494 -0.09 0.44 -1.16 -0.111
O -0.444631 -0.409379 6.506850 -0.68 -0.62 0.69 -0.216
P -1.749313 -1.266669 6.918405 0.47 1.16 -0.13 0.456
O -1.574992 -2.719447 6.749863 -0.56 0.69 0.27 -0.241
O -2.880429 -0.539529 5.970131 -0.29 -1.04 1.67 -0.258
C -4.345256 -0.779710 6.098389 0.85 0.11 0.54 -0.053
O -1.984136 -0.684757 8.425344 -0.70 -0.91 -1.53 -0.226
C -1.195471 -1.174861 9.512982 1.24 0.04 0.07 -0.104
H -0.773693 -0.660521 4.487710 0.08 0.12 -0.13 0.055
H 0.855030 -1.114628 4.922434 -0.08 -0.46 0.81 0.096
H 0.439307 0.556321 4.958817 -0.20 0.08 0.01 0.088
H -4.689817 -1.288242 6.998814 0.81 -0.30 0.26 0.083
H -4.681104 -1.402320 5.269136 0.06 0.53 -0.20 0.083
H -4.789988 0.208171 6.218392 -0.04 -0.05 -0.77 0.090
H -0.647544 -2.086662 9.275286 -0.20 -0.09 -0.30 0.084
H -1.736808 -1.372288 10.438228 -0.60 0.26 -0.41 0.087
H -0.445410 -0.407615 9.704917 -0.02 0.01 0.18 0.089
C -0.409848 -3.097513 -2.432739 -0.73 0.94 0.28 -0.116
O 0.708843 -3.960664 -2.408147 1.51 -0.27 -0.33 -0.201
P 2.176495 -3.385531 -2.798928 -0.27 -0.03 -1.01 0.486
O 2.094210 -2.267977 -3.792020 0.39 -1.61 1.35 -0.242
O 2.961915 -4.769873 -3.193509 -2.53 1.25 0.57 -0.229
C 4.342848 -4.814791 -3.455134 0.52 0.44 0.11 -0.112
O 2.890841 -3.024002 -1.413979 -0.88 -0.24 -0.36 -0.203
C 3.213616 -1.688738 -1.080122 1.98 1.67 -0.45 -0.117
H -1.144781 -3.417761 -1.694218 0.23 -0.43 -0.07 0.079
H -0.904249 -3.010265 -3.400236 0.26 -0.45 -0.28 0.081
H -0.184291 -2.068892 -2.151393 0.43 0.01 0.10 0.067
H 4.501197 -5.298197 -4.419159 -0.01 0.18 0.00 0.091
H 4.843335 -5.399118 -2.683007 -0.06 0.03 0.05 0.090
H 4.734202 -3.797501 -3.447237 0.37 -0.10 -0.22 0.087
H 4.271543 -1.557910 -1.307683 0.40 -0.26 0.33 0.085
H 3.109271 -1.399682 -0.034343 -0.59 -0.71 0.01 0.092
H 2.863645 -0.880191 -1.721909 -1.09 -0.45 -0.16 0.065
C -3.412464 -2.751298 -5.769404 0.16 -1.24 -0.04 -0.098
O -2.770283 -1.535093 -5.421591 0.22 0.68 0.53 -0.226
P -1.793881 -0.751061 -6.406026 2.14 0.23 -1.03 0.459
O -2.380032 -0.453771 -7.718080 0.00 0.26 0.60 -0.239
O -1.227610 0.541746 -5.550668 -0.31 -2.68 -0.04 -0.207
C -0.542914 0.201016 -4.285219 -0.47 1.05 0.54 -0.072
O -0.431193 -1.680194 -6.573989 -1.24 1.44 0.70 -0.242
C -0.115026 -2.461755 -7.719300 -0.03 -0.53 -0.33 -0.115
H -2.964030 -3.218670 -6.646076 0.02 0.15 -0.08 0.087
H -4.491923 -2.721542 -5.917659 0.06 0.94 -0.20 0.091
H -3.302105 -3.453516 -4.943085 0.36 0.09 0.14 0.082
H 0.352352 0.798605 -4.113516 0.45 -0.32 -1.09 0.073
H -0.340192 -0.858172 -4.126772 0.02 0.20 -0.36 0.051
H -1.132339 0.622484 -3.470944 -0.74 -0.52 0.00 0.082
H -0.270731 -3.490437 -7.394245 -0.09 -0.15 -0.54 0.085
H 0.916729 -2.374490 -8.059842 0.32 0.35 0.85 0.084
H -0.640830 -2.200075 -8.637536 -0.78 0.02 0.40 0.082
C -3.502095 -1.766588 -0.828708 -1.53 1.34 0.63 -0.097
O -2.246804 -1.723453 -0.189441 2.11 -1.61 2.13 -0.264
P -1.986801 -2.030005 1.406811 -0.76 -0.91 -0.27 0.589
O -0.811010 -1.329330 2.022038 -1.86 -1.62 -0.99 -0.236
O -3.406155 -1.640715 2.110384 0.84 -0.90 -0.87 -0.232
C -3.759819 -0.307687 2.491420 0.87 0.67 -0.08 -0.089
O -1.988509 -3.696555 1.432851 -0.21 3.37 -0.66 -0.225
C -1.636849 -4.478915 2.560853 -0.02 -0.61 0.83 -0.102
H -3.576771 -2.046903 -1.879396 1.22 -0.05 -0.03 0.088
H -3.737106 -0.708172 -0.716352 -1.19 -0.08 -0.62 0.093
H -4.260806 -2.382056 -0.345325 0.24 0.01 0.46 0.093
H -3.298009 0.462060 1.873089 0.37 -0.18 -0.33 0.088
H -3.358228 -0.146052 3.491770 -0.58 0.01 0.12 0.055
H -4.825214 -0.114317 2.366382 -0.05 -0.64 0.40 0.101
H -2.489895 -5.096559 2.841791 -0.13 0.07 -0.15 0.089
H -1.367241 -3.914157 3.453301 0.16 0.28 -0.20 0.086
H -0.826956 -5.155067 2.287003 0.08 0.23 -0.06 0.092
C 5.703181 3.981865 -2.294617 0.61 0.11 1.30 -0.128
O 5.273413 3.445333 -3.508513 -1.06 -1.01 -1.13 -0.217
P 3.846213 2.699990 -3.612994 0.03 -1.61 0.06 0.499
O 3.774899 1.236691 -3.233284 0.49 2.79 -1.20 -0.256
O 3.392622 3.134147 -5.123221 -0.17 -0.62 4.45 -0.237
C 4.026064 2.906369 -6.326506 -0.98 0.76 -2.15 -0.124
O 2.892685 3.548116 -2.623983 1.25 -0.09 -1.58 -0.211
C 1.525612 3.541391 -2.970226 -1.61 -0.05 0.72 -0.117
H 5.320595 4.998817 -2.207838 -0.12 -0.15 0.41 0.094
H 6.789815 4.013972 -2.215279 0.08 0.06 -0.69 0.089
H 5.442694 3.312580 -1.474673 -0.50 0.34 0.24 0.092
H 3.158272 2.726659 -6.961124 0.34 -0.72 -0.58 0.092
H 4.766903 2.113901 -6.432576 -0.01 0.16 0.50 0.103
H 4.320992 3.893413 -6.682680 0.99 -0.19 -0.02 0.092
H 1.239957 2.933853 -3.828936 0.47 0.13 -0.22 0.072
H 1.166793 4.561983 -3.103404 0.16 -0.01 -0.16 0.096
H 0.977451 3.109084 -2.133131 -0.01 0.08 0.15 0.077
C -0.052457 0.519180 -0.166147 -0.81 -0.19 -0.60 -0.177
O 0.185788 0.922049 1.167390 0.75 0.67 -1.03 -0.117
H 0.436618 1.076666 -0.964972 0.59 0.60 0.63 0.063
H 0.179622 -0.517161 -0.411621 0.29 -0.25 0.52 0.057
H -1.109410 0.614034 -0.415000 -0.38 0.06 0.06 0.065
H -0.038653 0.161017 1.707815 -0.11 -0.27 0.13 0.001
```
Positions in Å, forces in eV/Å.

---

[2]
DFT (the ωB97M-V functional and the def2-TZVPD basis) results for a cluster of 10 separate species, C19H59N7O16 in total at a distorted geometry.

ΔE to the lowest compared entry with this formula, charge and spin = 3.7553 eV
LUMO = 0.188 eV
HOMO-LUMO gap = 9.4 eV
Energy = -2346.3056 Eh
SMILES string = COC[C@H](C)N.NC(N)=O.NC(N)=O.NC(N)=O.OCCO.OCCO.OCCO.OCCO.OCCO.OCCO
Spin multiplicity = 1
Largest force on an atom = 6.19 eV Å⁻¹

Geometry as XYZ:
```
101
Properties=species:S:1:pos:R:3:forces:R:3:lowdin_charge:R:1
C 0.064847 5.421681 -0.323722 -0.19 -1.82 -0.52 -0.048
C 0.508031 4.450470 -1.479292 -0.32 -0.20 1.09 -0.430
C -0.650423 3.999807 -2.418463 -0.01 0.90 1.64 -0.184
O -1.600795 3.249980 -1.686598 -0.48 -0.73 -0.56 -0.221
C -2.986047 3.216756 -2.129529 0.98 0.95 0.16 -0.061
N 1.478111 5.188738 -2.253950 0.30 0.38 -0.26 0.040
H -0.641909 4.923612 0.339985 -0.71 0.30 -0.40 0.072
H -0.291224 6.322898 -0.822835 -0.24 0.16 0.51 0.083
H 0.876583 5.605466 0.380138 0.47 0.36 -0.48 0.065
H 1.036101 3.608899 -1.030949 -0.43 -0.45 0.10 0.104
H -0.242652 3.486097 -3.289041 -0.09 -0.02 -0.15 0.115
H -1.086718 4.971993 -2.647804 -0.26 0.02 -0.87 0.115
H -3.199834 4.091244 -2.744064 -0.05 0.58 0.39 0.078
H -3.509705 3.229092 -1.173636 -0.49 -0.06 -0.42 0.093
H -3.325092 2.410300 -2.779749 0.69 -0.63 0.44 0.056
H 1.698869 5.963010 -1.644132 0.59 0.35 -0.50 0.056
H 2.315530 4.628715 -2.326148 0.26 0.07 -0.29 0.069
C 0.774237 -0.541675 -3.797110 0.82 -0.33 0.86 -0.244
C 1.189541 -1.563273 -4.867731 -0.63 0.37 0.23 -0.216
O 1.723796 -0.957549 -6.026910 0.91 0.19 -0.09 -0.059
O -0.304511 0.221214 -4.161484 -2.25 1.58 -1.81 -0.080
H 1.494291 0.248916 -3.585949 1.08 -0.96 0.38 0.115
H 0.357624 -0.947208 -2.875101 1.02 -0.89 0.23 0.128
H 0.318890 -2.138754 -5.182182 -0.31 -0.11 0.33 0.119
H 1.923371 -2.281507 -4.502013 0.15 0.18 0.08 0.116
H 1.228750 -0.183353 -6.304674 -0.32 -0.13 0.09 0.081
H 0.014935 0.934756 -4.718637 -0.40 0.25 -0.06 0.106
C -4.210601 -3.783762 1.432641 1.12 -0.85 -0.89 -0.191
C -3.281527 -3.948088 0.160160 0.53 -0.20 0.76 -0.210
O -2.595304 -2.731581 -0.006194 -0.43 0.68 -0.38 -0.090
O -4.876890 -2.519982 1.483904 0.27 -0.40 -1.09 -0.065
H -3.504698 -3.819035 2.262438 -0.25 -0.40 0.28 0.102
H -4.884126 -4.639244 1.381459 -0.26 0.09 0.56 0.116
H -3.702880 -4.324505 -0.771964 -0.93 0.56 -0.07 0.111
H -2.462410 -4.657495 0.278023 -0.31 -0.48 0.96 0.116
H -3.337013 -2.147598 0.168298 0.16 1.28 -0.15 0.067
H -5.341504 -2.423593 2.318441 0.11 -0.14 0.08 0.094
C -0.062940 1.038511 -0.163981 -1.36 1.00 0.75 -0.207
C -0.936789 0.178556 0.858771 0.44 1.46 -1.75 -0.199
O -0.407160 -1.112392 0.921367 0.59 -0.13 0.39 -0.060
O 1.330195 0.972491 0.036325 -0.51 -1.10 0.29 -0.083
H -0.282076 2.103292 -0.084394 -0.54 -0.15 0.23 0.091
H -0.326494 0.806957 -1.195982 -0.05 -0.48 -0.17 0.097
H -1.949357 0.132931 0.457875 -0.16 0.21 -0.23 0.110
H -1.039585 0.692664 1.814395 0.53 -0.19 0.33 0.102
H -1.129115 -1.724617 0.761478 -0.08 -0.49 -0.14 0.039
H 1.388668 0.044464 0.274945 0.85 -0.48 0.25 0.065
C -0.449237 -3.787516 3.186744 -1.80 -1.14 1.55 -0.228
C 0.902848 -3.277252 3.185841 1.83 0.45 -1.30 -0.311
O 1.126089 -2.096535 3.936486 -1.11 -1.28 0.03 -0.056
O -0.847297 -4.141915 4.559599 -0.11 -0.15 -1.22 -0.074
H -0.458260 -4.715396 2.614862 0.01 -0.23 0.09 0.121
H -1.232424 -3.181243 2.731587 0.17 0.60 0.14 0.089
H 1.272541 -3.140883 2.169559 -0.64 0.68 -0.69 0.111
H 1.582036 -4.110677 3.365314 0.18 -0.24 1.45 0.123
H 1.931921 -1.820365 3.493806 0.76 0.92 0.38 -0.006
H -0.430993 -3.528928 5.169962 0.13 0.25 -0.11 0.065
C -3.797589 -0.505454 -4.469723 1.62 0.14 0.28 -0.231
C -4.285221 -0.695666 -3.014362 1.32 1.08 -1.30 -0.187
O -3.399414 0.075076 -2.170420 -0.85 -0.36 0.11 -0.096
O -2.571628 -1.160876 -4.727762 0.17 -2.11 -0.03 -0.099
H -3.403718 0.503782 -4.589704 -1.66 0.88 0.00 0.113
H -4.461045 -0.844985 -5.265112 -0.41 0.28 0.29 0.119
H -4.240929 -1.751261 -2.746293 -0.45 -0.01 0.07 0.114
H -5.262780 -0.214106 -2.990215 -0.11 -0.36 0.61 0.118
H -2.522725 -0.315171 -2.197183 0.12 -0.21 -0.10 0.065
H -1.812811 -0.629496 -4.475926 0.09 0.38 0.06 0.013
C -2.677537 -1.309276 4.914699 0.75 -0.51 -1.33 -0.262
C -2.797593 0.210115 4.756799 0.35 -0.41 0.58 -0.204
O -2.155167 0.734356 5.914311 -0.29 0.86 0.62 -0.075
O -3.072122 -1.846607 6.149130 -0.43 0.37 -0.05 -0.043
H -1.625011 -1.562121 4.786840 0.51 0.43 -0.04 0.095
H -3.071953 -1.909191 4.094564 -0.86 0.20 0.03 0.106
H -3.793803 0.652444 4.752296 -0.23 -0.46 0.32 0.118
H -2.356898 0.571676 3.827727 0.38 -0.27 -0.10 0.099
H -1.196086 0.767952 5.889265 0.04 -0.22 -0.61 0.092
H -2.470187 -1.410194 6.756425 -0.19 0.03 0.52 0.079
C 4.057293 0.810293 -2.459992 -2.59 2.35 3.45 -0.745
O 4.033674 2.022850 -2.325824 0.95 0.79 -0.18 0.033
N 4.011839 0.175808 -3.566639 0.89 -2.77 -5.21 0.170
N 3.718848 0.008630 -1.424201 0.52 -1.12 1.90 0.153
H 4.091681 0.613730 -4.473245 0.12 0.10 0.40 0.133
H 4.034365 -0.833892 -3.555962 0.04 0.30 -0.26 0.115
H 3.455805 -0.959876 -1.537760 0.05 0.35 -0.11 0.098
H 3.595242 0.431228 -0.515233 0.15 0.15 -0.22 0.064
C 4.413464 -2.031772 2.317908 -4.39 3.18 -0.31 -0.757
O 3.396138 -1.632914 2.885704 -0.33 -0.27 0.55 0.029
N 5.356420 -2.659047 2.873634 3.52 -2.82 2.95 0.201
N 4.630817 -1.697358 1.088511 0.78 0.33 -4.25 0.198
H 5.234262 -2.688260 3.875789 0.87 -0.35 -0.06 0.143
H 6.221528 -2.713512 2.355261 0.13 -0.31 1.00 0.127
H 5.509780 -1.980531 0.679456 -0.45 0.37 -0.49 0.119
H 3.913165 -1.285826 0.509106 0.48 -0.07 0.51 0.083
C 4.186543 2.469745 1.758523 -2.86 0.90 -2.48 -0.761
O 4.936903 1.624218 1.403882 2.12 -2.25 -1.06 0.065
N 3.129853 2.947184 1.031770 -0.43 0.05 -1.25 0.156
N 4.200398 3.102409 2.881287 1.07 2.39 5.61 0.155
H 2.501518 3.623683 1.441216 0.15 -0.31 -0.45 0.091
H 2.961236 2.616913 0.092307 -0.05 -0.03 0.28 0.065
H 3.461697 3.719659 3.186934 0.26 -0.22 -0.35 0.108
H 4.971535 3.058044 3.532025 -0.11 -0.43 -0.34 0.119
```
Positions in Å, forces in eV/Å.